[1]
DFT (ωB97M-V/def2-TZVPD) results for C25H46NOPW as an isolated structure.

Cartesian coordinates (Å):
W -0.326094 -0.404610 0.823701
P -1.282571 -0.457852 -1.531344
O 1.352602 0.414928 0.617975
N 3.065909 1.826277 0.269297
C -1.612646 -3.600409 2.088175
C -0.941472 1.396221 -3.638541
C 4.459905 2.357182 0.419907
C 0.621171 -2.418424 -0.959465
C -2.882543 2.919003 2.563120
C 3.416082 -0.055741 1.824213
C -1.539097 0.763318 2.633474
C 0.216972 -1.419530 -2.057880
C 4.923540 -0.260045 1.497278
C -2.913652 -1.234276 -1.859474
C -0.346934 2.943302 2.376533
C 0.116265 -2.157453 -3.403715
C -2.502814 -1.265430 1.574004
C -1.099486 1.278866 -2.111079
C -1.578425 2.236562 2.963594
C -2.915176 -2.731301 -1.530874
C -2.214575 2.168656 -1.558969
C -0.557598 -0.084541 3.198098
C 2.632642 0.779346 0.865656
C 5.284395 -0.019804 0.031048
C -0.535083 -1.471575 2.940441
C 5.462708 1.465005 -0.301568
C -1.552947 -2.113863 2.181849
C -2.470318 0.134282 1.759215
C -3.398428 -0.964761 -3.292611
H -3.642496 0.082104 -3.453876
H -3.586704 -0.700689 -1.176054
H -0.624850 -4.053832 1.997774
H -0.136439 1.569370 -1.664851
H 5.416608 1.628343 -1.378568
H -3.207270 0.748964 1.254410
H -3.011448 2.985529 1.480105
H 3.297492 0.410316 2.811822
H 1.612476 -2.833858 -1.156474
H 4.525926 -0.474044 -0.619820
H -0.090068 -3.237143 -0.858138
H -2.683542 -1.294079 -4.047051
H 0.220569 0.347269 3.821160
H -2.206531 2.199878 -0.468479
H -2.425945 -2.974821 -0.586045
H -3.274195 -1.695802 0.947677
H -3.948487 -3.075476 -1.474458
H -1.502169 2.265957 4.057718
H 5.527883 0.373399 2.145948
H 6.209221 -0.543721 -0.204675
H -2.037044 -3.969601 3.030140
H -2.873342 3.940830 2.939804
H -2.434742 -3.308128 -2.318508
H -0.543470 2.389253 -3.850839
H 0.983544 -0.639696 -2.143010
H -4.316127 -1.536362 -3.439675
H 1.094206 -2.584789 -3.633549
H -0.147934 -1.492752 -4.221816
H 0.592731 2.499053 2.716641
H 4.443439 3.368839 0.022332
H -3.199060 1.844541 -1.901056
H -0.385295 2.929376 1.280205
H -0.600919 -2.974466 -3.370291
H -1.895978 1.313472 -4.149800
H 6.449029 1.807349 0.017785
H 4.654747 2.418941 1.489652
H 0.772453 -2.018272 0.093997
H 2.444355 2.321867 -0.362801
H -2.263115 -3.944645 1.287947
H 0.258186 -2.077605 3.369449
H -0.250252 0.673330 -4.066841
H -2.073719 3.182447 -1.934087
H 2.909730 -1.022913 1.870679
H 5.159054 -1.285439 1.777000
H -3.753243 2.427190 2.999702
H -0.339618 3.987160 2.686783

Forces on atoms 1 to 2 (eV/Å):
0.0 -0.2 0.1
0.0 -0.1 0.1

## Properties
- ΔE to the lowest compared entry with this formula, charge and spin: 0.0 kJ/mol
- E: -41281.0846 eV
- 2S+1: 3
- Max |F|: 0.33 eV/A
- Orbital gap (alpha / beta): 7.00 / 6.55 eV
- Charge: +4

Results of the Mulliken charge analysis, in e, for atoms 1 through 6: -0.50, -0.11, 0.27, 0.07, -1.65, -1.32

[2]
DFT (ωB97M-V/def2-TZVPD) results for a 10-piece molecular cluster, C124H72O24 overall.

Cartesian coordinates (Å):
O -2.333856 9.027586 -2.615776
O -4.820513 -0.276455 5.044903
O -1.560730 -1.409255 3.192778
O -2.940856 0.039757 -3.422690
O -0.439501 0.901367 3.874501
O -0.486189 0.345922 1.326228
O -0.973422 4.158624 -1.183860
O 2.204864 1.043155 1.731297
O 4.077099 0.528229 -7.527564
O -1.517298 -2.615856 7.727083
O -3.767243 -1.461515 -1.504503
O -0.522682 -8.436679 0.504208
O 2.450906 -2.390039 0.224483
O 2.039916 -1.484364 -3.235751
O 7.167274 3.190628 -4.340979
O 0.601218 1.546944 -0.699139
O -5.643428 -1.209581 -4.185168
O 3.113293 4.139504 -1.153102
O -0.664430 -3.696966 -1.953301
O 0.136592 -0.582746 8.307067
O -8.948019 -2.201553 -0.072315
O 2.552937 1.779291 6.838728
O 3.032784 -7.480044 1.276499
O -1.870898 3.760297 3.189619
C 4.167420 3.909521 -1.746965
C -4.151985 0.656867 4.681907
C 3.254554 0.992361 -5.442706
C 2.759907 1.689675 5.620455
C 3.850543 0.106766 -6.429091
C 6.130030 1.101853 -3.016440
C -7.724448 -0.596839 -1.362216
C 3.476896 2.337973 -5.611216
C -3.529742 2.446848 1.392691
C -6.750712 -0.305685 -2.264923
C -4.158493 0.985472 3.243942
C -2.751148 -4.241077 -0.122401
C -0.085371 0.313441 6.106503
C -4.435544 1.786349 0.551814
C 1.560328 -4.239643 1.224079
C -7.136190 -4.277205 -0.804739
C 3.202176 5.099740 4.369496
C 6.336344 3.467818 -3.502683
C -5.019342 0.270123 2.384844
C -2.604169 2.612862 5.118309
C -3.361327 1.543627 5.591093
C -1.800958 5.590273 -2.812696
C -1.670274 -6.420813 0.200467
C 0.906991 -6.087694 2.510051
C 1.772522 -5.552203 1.660203
C -1.174121 6.991817 1.919182
C -1.954200 8.568962 0.184886
C 4.075037 -5.546008 0.401692
C 2.954431 -6.308517 1.123907
C -6.503318 -5.313777 -1.408455
C -6.827204 1.991131 -1.742803
C 2.964249 3.663010 2.435507
C 5.588097 0.041327 -2.318711
C -2.885473 2.133680 7.869705
C -1.139196 0.184566 0.179789
C 2.304334 -2.314540 4.177234
C 2.564583 -2.120172 5.531805
C 5.727176 2.389540 -2.734076
C -5.919452 -5.195746 -2.654683
C 1.330611 -8.057660 -1.589300
C 4.172618 1.518956 -1.059000
C 2.608154 -3.560658 0.435875
C 2.208364 -1.198171 3.300169
C -3.652954 -5.945418 1.375318
C -2.825357 -0.704821 -1.185520
C -0.547761 -7.422466 -0.124117
C -8.352879 0.439686 -0.670608
C -1.614761 -2.154291 5.448053
C -0.423702 -4.123791 2.573409
C -1.912549 7.578830 -0.778444
C 2.818002 3.237930 -4.752534
C -7.159924 -2.991414 -1.424126
C 4.960562 -1.977080 -6.879427
C -5.794601 -3.949619 -3.224211
C 4.608255 0.251821 -1.309947
C -2.554476 2.846034 3.648619
C 2.221307 -6.516209 -3.200181
C -2.698982 -6.811172 1.093349
C 3.126104 4.916016 2.980780
C -1.668935 -5.190593 -0.405064
C 2.556555 0.062296 3.797235
C -1.147132 0.852506 -2.154717
C -6.375512 -2.798267 -2.586675
C 5.291381 -3.252591 -6.569788
C -1.543089 6.300706 -0.373906
C 0.376124 -5.829434 -1.777617
C -3.669202 -4.646654 0.800465
C -1.905674 3.344096 6.044665
C 6.234992 -5.584690 -0.626819
C 4.122255 -1.270345 -6.034169
C 4.756312 2.596695 -1.818986
C -1.178898 -1.926896 6.809403
C -7.869930 1.734333 -0.819814
C 5.090600 7.357365 -2.697662
C 5.952775 -4.315144 -1.045471
C 2.705883 0.271891 5.104922
C 5.954958 4.828811 -3.175901
C -1.410222 5.248147 -1.421235
C -2.268487 0.092275 -2.269261
C 4.786644 -3.618070 -0.765881
C 5.240989 -6.225886 0.137261
C -2.093691 3.148848 7.426658
C -3.489654 1.305788 6.958626
C 0.362980 -7.120557 -1.255504
C 1.258602 -5.534859 -2.800625
C 6.589484 5.833554 -3.816566
C -0.319689 -0.610465 7.055854
C -0.203274 -5.416947 2.993693
C -1.890019 4.500088 -3.675533
C -3.393976 2.017129 2.731312
C 0.432443 -3.574336 1.652748
C -8.051362 -1.945588 -0.900999
C -1.294949 -1.233984 4.473629
C 2.813064 2.586482 3.370759
C -5.140734 0.698329 1.064990
C -1.521960 8.259216 1.507367
C -0.476968 0.947322 -0.938245
C 2.681217 -0.815243 6.033369
C -2.905372 5.916792 -5.397946
C 2.694766 -0.983307 -4.093061
C -6.207668 -1.422311 -3.109264
C 4.906493 -3.818079 -5.346416
C -2.455168 4.707907 -4.911198
C 1.921606 2.736371 -3.819914
C 3.194985 4.018739 5.259170
C 2.479740 1.198089 2.892076
C 2.611174 0.485837 -4.320477
C -0.639016 0.115101 4.787413
C -6.273795 0.976038 -2.481624
C 6.087786 7.144684 -3.618861
C 4.141714 -3.076864 -4.437102
C -2.189091 6.853592 -3.199645
C 1.892696 1.332042 -3.552576
C -1.251239 5.971947 0.937184
C -2.691082 7.056274 -4.508646
C -0.616330 -4.785207 -1.387580
C 4.875046 5.031256 -2.317014
C 2.975465 2.811249 4.763356
C 2.213204 -7.747243 -2.618368
C -2.116875 7.921464 -2.183173
C 4.428546 6.312157 -2.068591
C -2.220236 -0.575411 0.107519
C 3.677930 -1.778230 -4.865326
C 3.883400 -4.205666 0.111302
H -3.061590 8.036419 -4.869960
H -1.508632 3.578277 -3.312512
H -7.709053 -4.389540 0.116361
H -2.707236 -3.277814 -0.555983
H 2.961901 4.334934 -4.863364
H 6.612831 7.946234 -4.125821
H -2.627912 3.827987 -5.537322
H 5.249093 -4.853938 -5.174112
H 0.700586 0.222325 8.184622
H 2.116563 -3.309012 3.855915
H -4.478658 -6.172116 2.065223
H -6.463501 2.983816 -1.837557
H -1.501187 3.699401 8.105643
H -1.295726 4.150490 5.619220
H -5.655266 0.070937 0.366535
H -2.688398 -7.830983 1.388373
H -1.200155 -3.487057 2.854466
H 0.295352 1.256130 6.340244
H 3.063197 5.818961 2.422696
H 1.995324 -1.297958 2.232275
H 4.034402 -0.545306 -0.793717
H -0.973564 -5.884470 3.563240
H -2.609448 -1.090699 0.977568
H -8.170113 2.556955 -0.190041
H -2.049067 9.596063 -0.100579
H 1.514150 -8.977335 -1.025472
H -3.641417 -0.630528 -3.418746
H 2.971765 -6.269928 -3.993105
H 4.714109 8.361051 -2.454288
H 3.362342 1.651341 -0.348011
H -0.793756 6.727491 2.898629
H 5.261567 -1.479738 -7.804340
H 6.891291 0.889123 -3.778350
H -2.221234 -3.040854 5.276496
H -5.421915 0.978325 -3.206656
H 0.268755 -2.551342 1.363933
H -0.967402 4.959047 1.224092
H -3.028829 1.841768 8.905672
H 1.471247 0.948672 -2.643714
H 7.115529 -6.102334 -0.929186
H -3.452311 6.084554 -6.274601
H -5.243770 -3.857067 -4.169552
H 7.406210 5.645090 -4.459073
H 3.133869 6.144852 4.686583
H -5.470948 -6.075157 -3.127845
H -1.167553 -0.754821 2.570264
H 3.231571 4.186829 6.351633
H -4.581834 2.127651 -0.451334
H 1.218534 -4.520226 -3.171448
H 0.251517 0.990578 1.159682
H -4.519522 -4.029070 0.903410
H 5.428527 -7.174283 0.537123
H 4.626330 -2.597198 -1.004266
H 0.980466 -7.192830 2.612676
H 5.986945 -0.964519 -2.416714
H -1.487933 9.063813 2.227557
H -9.077747 0.137748 0.084078
H 2.767375 -0.721756 7.098265
H 6.741618 -3.748483 -1.527803
H -4.198904 0.466741 7.236742
H -6.581522 -6.266271 -0.860243
H 5.800087 -3.860375 -7.275174
H 2.604878 -2.956000 6.205815
H 4.207255 2.683236 -6.341666
H 3.836119 -3.378438 -3.458606
H 2.852699 3.592241 1.369763
H 3.019080 -8.494211 -2.804165
H -5.592796 -0.553427 2.815513
H -2.855390 3.205482 1.071583
H -0.845935 1.365765 -3.046890
H 1.323584 3.468546 -3.221491
H 3.704128 6.515254 -1.278118

Forces on atoms 1 to 2 (eV/Å):
0.1 1.4 0.9
-0.2 -0.5 1.0

## Properties
- ΔE to the lowest compared entry with this formula, charge and spin: 0.0 kJ/mol
- E: -178896.1875 eV
- 2S+1: 1
- Max |F|: 5.06 eV/A
- Orbital gap: 7.48 eV
- SMILES: O=C1c2ccccc2C(=O)c2ccccc21.O=C1c2ccccc2C(=O)c2ccccc21.O=C1c2ccccc2C(=O)c2ccccc21.O=C1c2ccccc2C(=O)c2ccccc21.O=C1c2ccccc2C(=O)c2ccccc21.O=C1c2ccccc2C(=O)c2ccccc21.O=C1c2ccccc2C(=O)c2ccccc21.O=C1c2ccccc2C(=O)c2ccccc21.O=C1C=C(O)C(=O)C=C1O.O=C1C=C(O)C(=O)C=C1O

Results of the Mulliken charge analysis, in e, for atoms 1 through 6: -0.67, -0.70, -0.03, -0.66, -0.84, 1.78

Question: Number 2 is which compound?
Answer: C124H72O24

Question: Look up the ΔE to the lowest compared entry with this formula, charge and spin of the first one.
Answer: 0.0 kJ/mol

Question: Which value of max |F| does entry 2 give?
Answer: 5.06 eV/A